(1)
86
Properties=species:S:1:pos:R:3 method="wB97M-V/def2-TZVPD" energy_ha=-2143.1289 homo_lumo_gap_ev="4.579 / 4.633" charge=+1 homo_energy_ev="-8.973 / -9.035" e_lumo_ha="-0.161 / -0.162"
C -1.22 0.97 3.20
C -2.00 -0.22 3.02
C -3.30 0.17 2.60
C -3.32 1.59 2.47
C -2.03 2.09 2.84
Sn -0.76 1.14 0.00
C -1.39 1.47 -3.24
C -0.10 1.65 -2.83
H 0.73 1.28 -3.44
C 0.25 2.36 -1.60
H -0.24 3.33 -1.42
H 1.32 2.37 -1.35
C -1.74 0.59 -4.40
H -0.94 -0.13 -4.62
H -2.66 0.04 -4.19
H -1.92 1.18 -5.31
C -2.51 2.31 -2.69
H -2.43 2.50 -1.61
H -2.55 3.30 -3.17
H -3.48 1.82 -2.87
C -1.50 -1.60 3.20
H -0.55 -1.77 2.65
H -1.31 -1.81 4.26
H -2.24 -2.33 2.83
C -4.40 -0.77 2.32
H -4.17 -1.42 1.46
H -4.58 -1.42 3.19
H -5.33 -0.23 2.09
C -4.46 2.43 2.03
H -5.15 1.87 1.39
H -5.03 2.79 2.89
H -4.11 3.31 1.48
C -1.61 3.50 2.86
H -2.13 4.08 2.08
H -1.85 3.96 3.83
H -0.53 3.61 2.69
C 0.19 1.00 3.66
H 0.66 1.97 3.46
H 0.23 0.81 4.74
H 0.80 0.22 3.17
C -2.19 -0.27 -1.01
C -1.64 -1.15 -1.90
C -3.58 -0.18 -0.91
C -2.41 -2.15 -2.51
H -0.55 -1.11 -2.07
C -4.39 -1.10 -1.61
H -4.05 0.60 -0.33
C -3.80 -2.13 -2.36
H -1.91 -2.93 -3.08
H -5.48 -0.98 -1.58
H -4.42 -2.89 -2.85
O 0.86 -0.29 0.15
P 2.32 -0.73 -0.11
C 2.46 -2.44 0.36
C 2.39 -2.76 1.73
C 2.44 -4.09 2.14
C 2.56 -5.11 1.19
C 2.63 -4.79 -0.18
C 2.60 -3.46 -0.59
C 2.71 -0.43 -1.82
C 3.66 0.54 -2.21
C 3.83 0.86 -3.55
C 3.06 0.22 -4.53
C 2.14 -0.78 -4.16
C 1.98 -1.11 -2.81
C 3.43 0.20 0.93
C 3.07 1.51 1.29
C 3.91 2.26 2.10
C 5.12 1.72 2.56
C 5.49 0.42 2.20
C 4.65 -0.34 1.39
H 2.32 -1.96 2.48
H 2.39 -4.33 3.20
H 2.61 -6.15 1.50
H 2.69 -5.58 -0.93
H 2.71 -3.21 -1.64
H 4.27 1.02 -1.45
H 4.56 1.62 -3.84
H 3.18 0.47 -5.58
H 1.55 -1.30 -4.91
H 1.30 -1.91 -2.53
H 2.13 1.94 0.93
H 3.62 3.28 2.38
H 5.78 2.32 3.20
H 6.43 -0.01 2.55
H 4.93 -1.36 1.11



(2)
21
Properties=species:S:1:pos:R:3 method="wB97M-V/def2-TZVPD" multiplicity=2 energy_ha=-365.8789 homo_lumo_gap_ev="3.696 / 11.132" charge=0 s_squared=0.75 homo_energy_ev="-3.080 / -10.752" relative_energy_kcal_mol=46.5 e_lumo_ha="0.023 / 0.014"
C -0.49 1.35 -0.18
C 0.81 1.20 0.59
C 1.58 -0.14 0.39
C 1.30 -0.98 -0.89
O 1.00 -0.37 -2.13
N -1.67 0.78 0.56
H -0.48 0.77 -1.15
H -0.66 2.44 -0.38
H 1.45 2.04 0.23
H 0.60 1.40 1.63
H 1.42 -0.76 1.25
H 2.64 0.19 0.29
H 2.14 -1.72 -0.92
H 0.43 -1.66 -0.81
H 1.82 0.01 -2.54
H -1.52 1.01 1.59
H -1.74 -0.24 0.40
H -2.53 1.34 0.49
H -2.70 -2.07 0.04
H -1.32 -2.58 0.79
O -2.08 -2.00 0.77



(3)
14
Properties=species:S:1:pos:R:3 method="wB97M-V/def2-TZVPD" energy_ha=-361.8785 homo_lumo_gap_ev=10.939 charge=0 smiles="C[C@H]1CNC(=O)O1" homo_energy_ev=-10.176 relative_energy_kcal_mol=1.5 e_lumo_ha=0.028
C -1.39 -0.95 0.13
C -0.38 -0.22 -0.73
C -0.03 1.17 -0.15
N 1.09 0.80 0.70
C 1.66 -0.39 0.27
O 2.67 -0.91 0.66
O 0.86 -0.93 -0.70
H -1.07 -0.88 1.18
H -1.45 -2.01 -0.13
H -2.38 -0.51 0.04
H -0.70 -0.14 -1.78
H -0.89 1.55 0.42
H 0.25 1.91 -0.91
H 1.75 1.51 0.99



(4)
45
Properties=species:S:1:pos:R:3 method="wB97M-V/def2-TZVPD" energy_ha=-3616.4262 homo_lumo_gap_ev=2.757 charge=-3 homo_energy_ev=1.968 relative_energy_kcal_mol=163.1 e_lumo_ha=0.174
Cu 14.96 3.56 -13.82
S 19.11 3.07 -11.52
O 19.26 4.04 -10.45
O 20.22 2.11 -11.41
O 17.87 2.33 -11.40
O 19.14 3.80 -12.83
S 13.27 7.58 -11.54
O 13.08 8.95 -11.94
O 12.36 6.73 -12.24
O 14.62 7.09 -11.71
O 13.01 7.51 -10.11
C 10.02 1.84 -17.22
C 11.50 2.08 -16.91
C 12.07 3.36 -17.60
O 13.53 3.37 -17.59
C 14.01 4.57 -18.13
N 11.60 2.08 -15.46
H 9.38 2.33 -16.49
H 9.76 0.78 -17.27
H 9.79 2.20 -18.22
H 12.00 1.19 -17.30
H 11.63 4.17 -17.03
H 11.68 3.50 -18.61
H 13.93 4.66 -19.21
H 15.09 4.70 -18.03
H 13.45 5.37 -17.64
H 11.10 2.85 -15.04
H 11.03 1.31 -15.14
C 15.15 -3.10 -13.39
C 16.56 -3.08 -14.04
C 16.61 -2.29 -15.37
O 17.89 -2.49 -15.98
C 17.92 -2.00 -17.33
N 17.44 -2.49 -13.06
H 14.98 -3.83 -12.60
H 14.43 -3.21 -14.21
H 14.87 -2.18 -12.88
H 16.89 -4.11 -14.15
H 16.49 -1.21 -15.31
H 15.77 -2.51 -16.03
H 18.91 -2.01 -17.79
H 17.46 -1.02 -17.44
H 17.26 -2.55 -17.99
H 17.28 -2.89 -12.15
H 17.19 -1.53 -12.90



(5)
12
Properties=species:S:1:pos:R:3 method="wB97M-V/def2-TZVPD" energy_ha=-319.6084 homo_lumo_gap_ev=8.791 charge=0 homo_energy_ev=-9.664 relative_energy_kcal_mol=65.2 e_lumo_ha=-0.032
C -1.37 0.30 -1.60
N -0.49 0.91 -0.69
C 0.21 0.37 0.16
C 0.26 -0.99 0.62
N 1.14 -1.03 1.56
C 1.74 0.33 1.73
N 1.25 1.12 0.89
H -1.58 1.05 -2.37
H -2.22 -0.04 -0.97
H -0.99 -0.59 -2.09
H -0.39 -1.81 0.29
H 2.45 0.38 2.47



(6)
62
Properties=species:S:1:pos:R:3 method="wB97M-V/def2-TZVPD" energy_ha=-1398.2540 homo_lumo_gap_ev=8.504 charge=0 homo_energy_ev=-8.458 relative_energy_kcal_mol=175.6 e_lumo_ha=0.002
C 1.11 -1.25 -2.49
N 1.14 -0.03 -1.68
C 1.13 1.21 -2.38
C 0.48 2.28 -1.97
C 0.88 3.65 -2.40
C 2.02 1.31 -3.55
H 0.44 -1.47 -3.39
H 2.06 -1.39 -3.03
H 0.96 -2.20 -1.91
H 0.54 0.05 -0.74
H -0.45 2.36 -1.29
H 0.57 4.37 -1.65
H 2.03 3.87 -2.42
H 0.67 3.83 -3.40
H 1.63 1.27 -4.60
H 2.89 0.42 -3.26
H 2.64 2.24 -3.54
H -4.77 -0.55 1.42
H -3.67 -0.41 0.69
O -4.27 0.22 1.01
H 0.60 2.38 1.58
H 1.39 2.63 0.31
O 1.57 2.18 1.18
H -3.54 -2.92 1.60
H -4.68 -2.16 0.89
O -4.28 -2.32 1.82
H -4.85 -0.92 -0.77
H -4.50 -2.46 -1.41
O -4.77 -1.82 -0.73
H -1.31 1.18 4.20
H -1.43 1.91 2.86
O -0.80 1.49 3.49
H -1.54 -4.20 -1.02
H -1.36 -2.75 -0.87
O -1.13 -3.40 -1.47
H 4.62 -0.57 1.55
H 4.98 -1.02 0.28
O 4.18 -0.78 0.67
H 2.70 1.92 3.46
H 1.38 1.24 3.20
O 2.13 1.22 3.70
H -3.53 1.50 1.99
H -3.51 3.03 2.42
O -3.11 2.15 2.65
H -0.82 0.05 2.50
H -0.10 -0.69 1.35
O -1.01 -0.50 1.61
H -0.31 -1.39 4.34
H 0.96 -0.65 4.18
O 0.54 -1.45 4.55
H 0.75 -3.41 0.30
H 0.04 -3.65 1.56
O -0.14 -3.78 0.66
H -1.00 1.03 -3.59
H -2.48 0.78 -3.90
O -1.69 0.36 -3.51
H 3.36 0.74 -0.19
H 3.29 1.12 -1.55
O 3.97 1.06 -0.90
H 1.93 -1.92 0.22
H 3.16 -2.31 0.78
O 2.30 -2.67 0.56



(7)
14
Properties=species:S:1:pos:R:3 method="wB97M-V/def2-TZVPD" energy_ha=-361.7775 homo_lumo_gap_ev=8.792 charge=0 smiles="C=C(N)OCC=O" homo_energy_ev=-8.121 relative_energy_kcal_mol=64.9 e_lumo_ha=0.025
C 1.66 -0.88 -1.38
C 0.77 -0.43 -0.47
N 0.21 -1.39 0.34
O 0.52 0.88 -0.25
C -0.31 1.27 0.82
C -1.79 1.10 0.50
O -2.66 1.22 1.33
H 2.52 -0.32 -1.69
H 1.37 -1.75 -1.96
H 0.72 -2.21 0.02
H -0.78 -1.43 0.59
H -0.08 0.72 1.74
H -0.12 2.33 0.98
H -2.02 0.89 -0.57



(8)
50
Properties=species:S:1:pos:R:3 method="wB97M-V/def2-TZVPD" multiplicity=5 energy_ha=-3940.7263 homo_lumo_gap_ev="6.783 / 5.537" charge=+2 s_squared=6.02 homo_energy_ev="-14.237 / -15.120" relative_energy_kcal_mol=160.1 e_lumo_ha="-0.274 / -0.352"
P 1.38 0.97 0.87
P -0.95 0.41 -1.03
C 0.72 2.33 -0.10
C -0.79 2.11 -0.24
H 1.27 2.33 -1.06
H 0.99 3.29 0.38
H -1.35 2.16 0.70
H -1.25 2.84 -0.91
C -0.12 1.25 -2.67
H -0.35 0.66 -3.56
H 0.96 1.38 -2.61
H -0.59 2.23 -2.77
C -2.52 0.83 -2.06
H -2.83 1.84 -1.79
H -3.39 0.18 -1.90
H -2.31 0.82 -3.13
C 2.94 1.74 1.58
H 3.36 1.13 2.45
H 2.69 2.72 1.99
H 3.68 1.80 0.77
C 0.20 0.97 2.32
H -0.78 0.56 2.04
H 0.15 2.01 2.69
H 0.60 0.35 3.16
Ru 2.10 -0.28 2.26
C -0.71 -1.39 -2.10
C 0.65 -1.28 -2.50
C 1.73 -1.07 -1.47
C 1.28 -0.80 0.02
C -3.04 0.04 0.97
C -2.38 -0.58 -0.04
C -2.25 -2.07 -0.16
C -1.14 -2.51 -1.16
C 1.38 -1.74 3.59
H -1.47 -1.15 -2.86
H 0.95 -1.27 -3.55
H 2.44 -0.27 -1.77
H 2.35 -1.99 -1.41
H 0.23 -1.12 0.14
H 1.87 -1.52 0.66
H -3.52 -0.54 1.79
H -3.18 1.14 1.02
H -3.22 -2.52 -0.44
H -2.02 -2.54 0.82
H -0.28 -2.88 -0.56
H -1.50 -3.37 -1.76
H 0.91 -2.58 3.04
H 0.62 -1.22 4.20
H 2.21 -2.08 4.23
Br 4.27 -1.28 1.89



(9)
80
Properties=species:S:1:pos:R:3 method="wB97M-V/def2-TZVPD" energy_ha=-2852.4534 homo_lumo_gap_ev=6.086 charge=0 smiles="O=C1C=C(O)C(=O)C=C1O.O=C1C=C(O)C(=O)C=C1O.O=C1C=C(O)C(=O)C=C1O.O=C1C=C(O)C(=O)C=C1O.O=C1C=C(O)C(=O)C=C1O.CC(C)=O" homo_energy_ev=-8.772 relative_energy_kcal_mol=82.7 e_lumo_ha=-0.099
O -2.00 -6.91 2.87
C -2.05 -5.82 2.27
C -3.33 -5.21 1.97
C -3.28 -3.89 1.06
O -4.41 -3.31 0.80
C -2.02 -3.37 0.67
O -2.06 -2.27 0.09
C -0.75 -3.99 1.03
C -0.76 -5.33 1.71
O 0.32 -6.01 2.02
H -4.32 -5.65 2.23
H -5.19 -4.05 0.92
H 0.13 -3.67 0.65
H -0.25 -6.77 2.30
O -0.44 2.49 -1.20
C -1.63 2.40 -0.96
C -2.31 1.11 -1.00
C -3.73 0.94 -0.73
O -4.38 -0.38 -0.75
C -4.70 2.02 -0.58
O -5.92 2.07 -0.77
C -3.96 3.25 -0.24
C -2.43 3.46 -0.44
O -1.81 4.65 -0.29
H -1.65 0.06 -1.41
H -3.86 -1.10 -0.60
H -4.57 4.09 0.09
H -1.01 4.30 -0.52
O -1.42 1.00 -5.41
C -0.31 0.88 -6.02
C 0.77 0.22 -5.36
C 2.09 -0.11 -6.14
O 3.06 -0.97 -5.67
C 2.34 0.62 -7.40
O 3.40 0.56 -7.95
C 1.27 1.22 -8.09
C -0.12 1.31 -7.36
O -1.12 2.12 -7.90
H 0.45 -0.55 -4.59
H 3.12 -0.89 -4.55
H 1.24 1.65 -9.08
H -1.75 2.20 -7.14
O -2.15 -3.27 4.03
C -2.10 -1.96 3.84
C -3.24 -1.29 3.72
C -3.25 0.17 3.43
O -4.44 0.91 3.33
C -2.01 0.84 2.96
O -2.03 1.95 2.49
C -0.80 0.18 3.12
C -0.78 -1.30 3.69
O 0.46 -1.90 3.85
H -4.12 -1.69 3.82
H -5.07 0.18 3.50
H 0.11 0.66 2.63
H 0.56 -2.61 4.44
O 7.49 2.69 1.73
C 6.33 2.53 2.15
C 5.79 1.20 2.46
C 4.44 1.04 2.98
O 3.76 -0.11 3.20
C 3.53 2.21 3.14
O 2.51 2.16 3.85
C 3.99 3.56 2.67
C 5.46 3.67 2.17
O 5.95 4.83 1.71
H 6.16 0.34 2.26
H 4.45 -0.71 3.14
H 3.38 4.47 2.85
H 6.54 4.80 1.14
C 2.49 1.49 -0.27
C 2.01 0.24 -0.84
C 1.09 -0.53 0.02
O 2.36 -0.17 -1.94
H 3.07 2.07 -1.03
H 3.03 1.29 0.70
H 1.72 2.02 0.08
H 0.41 0.06 0.44
H 1.64 -0.99 0.67
H 0.61 -1.41 -0.68



(10)
8
Properties=species:S:1:pos:R:3 method="wB97M-V/def2-TZVPD" energy_ha=-701.2369 homo_lumo_gap_ev=8.737 charge=0 homo_energy_ev=-9.372 relative_energy_kcal_mol=64.9 e_lumo_ha=-0.023
C 0.66 -0.37 -0.88
C 1.58 0.27 0.03
O -0.28 -0.84 -1.39
O -1.12 1.02 0.37
O -2.35 -0.93 1.06
S -2.09 0.04 0.02
H 1.66 1.34 0.05
H 1.94 -0.54 0.74